Record 1
Molecular formula: C16H34Br14N2O4
Method: DFT, ωB97M-V with the def2-TZVPD basis set

Computed properties:
Net charge = 0
Energy = -37076.55872 a.u.
LUMO = 0.16 eV
Energy above the lowest of the compared OMol25 structures with the same formula, charge and spin = 0.0 kcal/mol
SMILES string = C[N+](=O)[O-].C[N+](=O)[O-].BrCCBr.BrCCBr.BrCCBr.BrCCBr.BrCCBr.BrCCBr.BrCCBr
Kohn-Sham gap = 10.18 eV

Geometry as XYZ:
```
70
Properties=species:S:1:pos:R:3:mulliken_charge:R:1
C -14.73306 7.00919 -9.98160 -0.745
N -13.86411 6.23556 -10.89171 0.694
O -13.61522 5.11159 -10.58251 -0.491
O -13.45054 6.79171 -11.87444 -0.212
H -15.15531 6.33254 -9.26425 0.331
H -15.47714 7.52939 -10.57552 0.272
H -14.14350 7.77233 -9.47110 0.144
C -10.86667 6.51974 -14.10825 -0.135
N -11.07488 7.98651 -14.30652 1.086
O -11.50299 8.38383 -15.41143 -0.542
O -10.81084 8.74231 -13.37920 -0.370
H -11.80762 6.04186 -13.88082 -0.118
H -10.19056 6.39018 -13.26885 -0.191
H -10.38772 6.13383 -14.99626 0.193
Br -6.11002 3.28006 -12.64496 -0.200
C -7.51094 3.71107 -11.39361 -0.556
C -8.82235 3.83210 -12.12456 -0.568
Br -10.13345 4.49896 -10.85497 -0.108
H -7.22583 4.63725 -10.90828 0.319
H -7.52511 2.93615 -10.63705 0.433
H -9.20719 2.88029 -12.46330 0.488
H -8.79950 4.54613 -12.93381 0.227
Br -3.60893 7.71620 -13.63954 -0.179
C -5.09626 7.24449 -12.50981 -0.320
C -6.33408 8.01905 -12.95793 -0.228
Br -7.88124 7.36703 -12.00540 -0.066
H -4.81547 7.47450 -11.49453 0.400
H -5.25492 6.16938 -12.59788 0.031
H -6.50868 7.93854 -14.02326 0.048
H -6.25202 9.08239 -12.73500 0.332
Br -12.07411 9.47802 -9.95148 -0.184
C -11.13455 11.10665 -10.39707 -0.550
C -11.71830 11.65656 -11.67955 -0.339
Br -10.82253 13.34053 -12.07005 -0.169
H -10.07202 10.92268 -10.52037 0.361
H -11.30649 11.77407 -9.56919 0.448
H -12.76371 11.92550 -11.57830 0.424
H -11.59149 10.99760 -12.52767 0.017
Br -14.70308 11.52633 -15.53261 -0.179
C -15.88468 10.15977 -14.79372 -0.570
C -15.13332 8.86336 -14.55276 -0.020
Br -16.29520 7.34329 -14.84886 -0.167
H -16.66628 10.04646 -15.52622 0.403
H -16.31982 10.56545 -13.88649 0.367
H -14.71538 8.78305 -13.55876 0.176
H -14.33471 8.74801 -15.26515 0.023
Br -8.28894 7.72578 -16.36373 -0.151
C -8.77952 6.93732 -18.07666 -0.551
C -10.24238 6.96411 -18.11865 -0.012
Br -10.84747 6.13011 -19.76761 -0.149
H -8.34592 5.95418 -18.06266 0.440
H -8.37299 7.58130 -18.83518 0.432
H -10.58159 7.99398 -18.18936 0.268
H -10.75811 6.49261 -17.30056 -0.299
Br -9.98631 11.76827 -18.37549 -0.173
C -9.73996 11.01767 -16.58871 -0.008
C -8.38301 11.44763 -16.05884 -0.613
Br -8.19891 10.65969 -14.28687 -0.132
H -9.82640 9.95612 -16.72745 -0.313
H -10.51969 11.38357 -15.93873 0.364
H -8.41155 12.52044 -15.91176 0.450
H -7.53048 11.12677 -16.62764 0.395
Br -13.34291 5.09574 -16.85953 -0.111
C -14.40778 3.71800 -16.04800 -0.470
C -14.50388 3.99204 -14.57093 -0.175
Br -12.87622 3.50612 -13.61526 -0.124
H -13.92526 2.78314 -16.28536 0.394
H -15.40350 3.74131 -16.48785 0.353
H -15.30241 3.46543 -14.06165 0.402
H -14.62606 5.05229 -14.37305 -0.224
```

---

Record 2
Molecular formula: C16H34ClINP2Pm
Method: DFT, ωB97M-V with the def2-TZVPD basis set

Computed properties:
2S+1 = 5
Net charge = +2
Energy = -2733.26811 a.u.
LUMO (spin up / spin down) = -6.86 / -6.86 eV
Energy above the lowest of the compared OMol25 structures with the same formula, charge and spin = 0.0 kcal/mol
Kohn-Sham gap (spin up / spin down) = 7.35 / 7.29 eV

Geometry as XYZ:
```
56
Properties=species:S:1:pos:R:3:mulliken_charge:R:1
C -1.01960 -0.00829 -3.36108 -0.740
I -2.58745 -0.15098 -1.61978 0.042
H 0.04676 0.08375 -2.99015 0.280
H -1.36818 0.88008 -3.89962 0.365
H -1.21067 -0.94028 -3.90061 0.374
Pm 0.10517 0.02272 -0.34539 0.722
P 0.17065 2.93103 -0.19700 0.776
C -1.36688 3.90468 -0.10357 -1.208
C 1.16389 3.74782 1.10456 -1.167
H 1.07191 4.83729 1.04290 0.426
H 1.13368 4.63193 -1.69207 0.401
H 2.21677 3.46137 0.99290 0.361
H 1.88122 3.00842 -1.91739 0.340
H -1.84451 3.72156 0.87140 0.334
H 0.82384 3.40000 2.08494 0.257
C 0.94006 3.55219 -1.75385 -1.145
H -1.16692 4.98427 -0.21043 0.404
H 0.26218 3.34532 -2.59845 0.351
H -2.05935 3.58683 -0.89621 0.347
P 0.10037 -2.81454 0.37723 0.781
C -1.39338 -3.80667 0.64842 -1.153
C 0.81991 -3.62482 -1.11209 -1.157
H 2.20379 -3.08505 1.58824 0.350
H 1.18864 -4.56526 1.70801 0.462
H 0.80338 -3.10552 2.68895 0.276
C 1.17819 -3.46476 1.71842 -1.222
H 1.75679 -3.11206 -1.38387 0.362
H 1.01530 -4.68875 -0.91063 0.418
H -1.14944 -4.88675 0.67759 0.414
H -2.10748 -3.62785 -0.17280 0.346
H 0.11268 -3.52805 -1.95381 0.369
H -1.87742 -3.52458 1.60581 0.304
Cl 2.38677 -0.12303 -1.50129 -0.446
C -1.85832 -1.53161 4.72931 -0.819
N -2.29968 -1.10685 3.34909 0.599
C -3.74237 -1.41746 3.10479 -0.841
C -1.98114 0.39300 3.06399 -1.436
C -0.48981 0.56901 3.09615 0.370
C 0.16772 0.98504 4.25468 -0.318
C 1.56746 0.86014 4.36476 -0.767
C 2.32619 0.34367 3.30152 -0.926
C 1.66172 0.00413 2.09083 -0.660
C 0.28820 0.20314 2.00955 0.795
H -2.29254 -0.84143 5.46792 0.377
H -0.75907 -1.53554 4.82303 0.315
H -2.24631 -2.54097 4.91211 0.393
H -1.71543 -1.65575 2.68739 -0.342
H -4.32139 -0.76997 3.77661 0.410
H -3.98620 -1.22322 2.04929 0.287
H -3.91849 -2.47672 3.32951 0.390
H -2.43696 0.68110 2.10590 0.307
H -2.50370 0.96805 3.83602 0.489
H -0.48125 1.35875 5.05030 0.472
H 2.06640 1.09098 5.31871 0.454
H 3.42905 0.20374 3.36211 0.418
H 2.23922 -0.46054 1.26005 0.412
```

---

Record 3
Molecular formula: C16H34F3N4O6S2
Method: DFT, ωB97M-V with the def2-TZVPD basis set

Computed properties:
Net charge = +1
Energy = -2396.06425 a.u.
LUMO = -6.10 eV
Energy above the lowest of the compared OMol25 structures with the same formula, charge and spin = 53.5 kcal/mol
Kohn-Sham gap = 5.70 eV

Geometry as XYZ:
```
65
Properties=species:S:1:pos:R:3:mulliken_charge:R:1
C 3.49540 -1.97054 0.60499 -1.075
C 3.39596 -0.63097 -0.21039 -0.392
C 1.88770 -0.21032 -0.16425 0.495
C 1.56439 0.99124 -1.09816 -0.905
N 1.63538 2.30165 -0.41766 -0.012
C 0.37295 2.74547 0.09047 -1.475
N 0.62820 4.02458 0.88538 -0.349
C 0.85519 3.47637 2.18133 -0.118
N 1.95093 3.65456 2.90130 -0.165
N -0.28000 2.70906 2.43602 -0.013
S -0.28266 1.85336 3.91866 1.201
O -1.56272 1.39981 4.31651 -0.579
O 0.24939 2.71495 4.92160 -0.702
C 0.86200 0.37617 3.87091 0.649
F 1.00556 0.01343 5.12174 -0.214
F 0.30051 -0.63522 3.24757 -0.105
F 2.05607 0.68542 3.39384 -0.207
C -0.39507 1.88159 1.15473 1.705
C -1.90231 1.91270 0.69018 -1.223
C -2.80427 0.89563 1.45757 -0.275
C -3.62654 -0.02874 0.53129 -0.927
C -4.07480 -1.25356 1.37874 -0.993
S -2.68818 -2.41137 1.59841 1.119
O -3.03060 -3.70468 1.10621 -0.646
O -1.48854 -1.92313 0.95692 -0.499
O -2.44635 -2.50174 3.19642 -0.486
H 3.33639 -2.84332 -0.04222 0.303
H 2.64477 -1.96594 1.31396 0.207
H 4.40319 -2.02883 1.21791 0.360
H 3.96934 0.11758 0.36523 0.229
H 3.75235 -0.75371 -1.24035 0.416
H 1.66839 -0.02549 0.89761 -0.363
H 1.34170 -1.08428 -0.56275 0.055
H 2.34857 1.00390 -1.87549 0.438
H 0.61696 0.87450 -1.65004 0.270
H 2.38204 2.34376 0.26981 0.310
H -0.29204 3.08820 -0.71577 0.654
H -0.29694 4.46253 0.87564 0.502
H 2.01964 4.19270 3.75977 0.274
H 2.79362 3.17427 2.59113 0.232
H -0.20254 0.80092 1.22395 -0.172
H -1.89210 1.66297 -0.38367 0.564
H -2.30498 2.93242 0.83163 0.209
H -3.43164 1.46032 2.16254 0.348
H -2.13528 0.27160 2.07280 0.082
H -3.05777 -0.38672 -0.33760 0.393
H -4.54343 0.51155 0.24655 0.531
H -4.97843 -1.75289 1.01327 0.476
H -4.29618 -0.87833 2.39514 0.449
H -1.56672 -2.91027 3.30722 0.373
C -0.82414 -0.52432 -5.18001 -1.066
C 0.62921 -0.77489 -4.81513 -0.382
O 0.80761 -1.30752 -3.51123 -0.330
C 0.18588 -2.56007 -3.25152 -0.166
C 0.66330 -3.67901 -4.15939 -1.233
H -1.28719 0.15454 -4.45968 0.244
H -0.89358 -0.08139 -6.17425 0.409
H -1.40856 -1.44499 -5.18484 0.280
H 1.16742 0.17450 -4.83218 0.351
H 1.11253 -1.41785 -5.55685 0.349
H -0.90357 -2.45772 -3.29572 0.250
H 0.43071 -2.81192 -2.21775 0.327
H 0.43707 -3.48107 -5.20780 0.286
H 0.18216 -4.61848 -3.88500 0.409
H 1.74462 -3.80295 -4.07528 0.323
```

---

Record 4
Molecular formula: C16H34O6Zn
Method: DFT, ωB97M-V with the def2-TZVPD basis set

Computed properties:
Net charge = 0
Energy = -2860.76805 a.u.
LUMO = 0.39 eV
Energy above the lowest of the compared OMol25 structures with the same formula, charge and spin = 0.0 kcal/mol
Kohn-Sham gap = 7.43 eV

Geometry as XYZ:
```
57
Properties=species:S:1:pos:R:3:mulliken_charge:R:1
Zn 0.38036 0.31579 0.38739 1.567
C 2.90522 1.64098 2.79338 -1.068
C 3.01305 0.61880 1.66215 -0.206
O 1.85140 -0.09999 1.48359 -0.353
H 3.88079 2.10301 2.97939 0.408
H 2.57737 1.15247 3.71936 0.223
H 2.16634 2.40672 2.55429 0.131
H 3.87228 -0.05294 1.85087 0.278
H 3.26455 1.20637 0.74604 0.062
C -1.36645 3.85228 -0.57109 -0.726
C -0.72153 3.37090 0.72775 -0.667
O -0.17658 2.13107 0.69733 -0.323
H -0.61970 4.05427 -1.34913 0.066
H -1.91719 4.78833 -0.40553 0.369
H -2.08288 3.14516 -0.97374 0.117
H -1.51017 3.43140 1.52593 0.239
H 0.01636 4.13336 1.04917 0.325
C 0.49862 -4.03041 -0.08149 -1.175
C 1.48189 -2.94233 -0.44925 0.913
O 1.12618 -1.82031 -0.68061 -0.401
C 2.93121 -3.32861 -0.63386 -1.213
H 0.74399 -4.96345 -0.58626 0.482
H -0.49670 -3.73683 -0.42412 0.233
H 0.45720 -4.15273 0.99823 0.144
H 3.27260 -2.92798 -1.59028 0.286
H 3.05247 -4.40930 -0.68732 0.435
H 3.52870 -2.87289 0.15402 0.231
C 2.80798 0.67539 -3.19379 -0.934
C 1.47442 1.15454 -2.70720 0.495
O 1.08728 0.88546 -1.59675 -0.490
C 0.64016 2.04447 -3.59529 -0.852
H 3.60557 1.32054 -2.83882 0.280
H 2.79629 0.63172 -4.28706 0.433
H 2.95695 -0.35482 -2.86965 0.034
H 1.11137 2.29636 -4.54578 0.425
H 0.41279 2.96818 -3.06340 0.090
H -0.30837 1.55584 -3.83331 0.184
C -3.36565 0.62143 -0.08590 -1.014
C -2.45629 0.03673 -1.12535 0.856
O -1.33795 -0.29947 -0.85115 -0.098
C -3.02681 -0.16271 -2.50366 -1.521
H -4.07574 -0.12604 0.26657 0.377
H -3.92534 1.45336 -0.51355 0.473
H -2.74230 1.02562 0.71361 -0.062
H -3.78781 -0.94546 -2.44145 0.394
H -2.25265 -0.44652 -3.20986 0.307
H -3.54457 0.75073 -2.79317 0.398
C -2.89629 -1.09080 3.01884 -1.270
C -1.48051 -1.44098 2.64537 0.848
O -0.84217 -0.75922 1.87832 -0.430
C -0.90459 -2.72470 3.22177 -1.343
H -3.06826 -1.30321 4.07625 0.449
H -3.61304 -1.70311 2.46811 0.264
H -3.07227 -0.03662 2.82277 0.303
H -1.10608 -2.75810 4.29138 0.461
H 0.16810 -2.72177 3.04600 0.246
H -1.38362 -3.55996 2.70994 0.320
```